Computed, not measured: a molecular structure, C46H47AsBClHfN4O7S3Si in a non-equilibrium geometry, with the ωB97M-V functional and the def2-TZVPD basis.

The geometry in XYZ format:
```
112
Properties=species:S:1:pos:R:3:mulliken_charge:R:1
Hf 13.7637 10.7072 11.2001 0.371
C 12.5517 18.1648 12.3340 -0.996
N 12.0532 16.9939 11.6676 0.307
C 11.8680 15.8389 12.3560 -0.928
C 11.2355 15.0004 11.5687 -0.543
N 10.9588 15.6154 10.3337 0.136
B 10.4871 14.7036 9.1512 0.239
N 11.7906 14.0153 8.5152 0.145
C 12.6555 14.8264 7.8289 -0.614
C 13.8031 14.1248 7.5487 -0.633
N 13.5928 12.8823 8.0980 0.617
C 14.4579 11.8177 7.8389 -2.110
C 12.4080 12.8376 8.7098 -0.187
S 11.7833 11.4190 9.5147 -0.380
C 11.4474 16.9168 10.4232 -0.025
S 11.2485 18.2853 9.4516 -0.493
H 12.9860 18.8339 11.5759 0.328
H 13.3470 17.8417 13.0820 0.312
H 11.7411 18.7273 12.9207 0.271
H 12.1508 15.7422 13.3639 0.681
H 10.7337 14.0318 11.7045 0.513
H 9.8492 13.8329 9.6942 -0.192
H 9.9841 15.2905 8.2480 -0.157
H 12.4289 15.8769 7.5814 0.388
H 14.7023 14.5058 7.1654 0.516
H 15.2850 11.8601 8.6136 0.783
H 14.8734 11.8083 6.8055 0.355
H 13.9710 10.9033 7.9270 0.324
O 13.3958 13.6945 14.0497 -0.766
C 13.4635 13.0561 13.0128 -0.200
O 12.9242 11.9009 12.7576 -0.707
C 14.3172 13.5530 11.8486 1.406
O 14.8393 14.6673 11.8087 -0.829
O 14.5229 12.6256 11.0043 0.612
S 15.4726 10.1535 13.1027 -0.468
C 17.0662 9.4781 12.8816 0.794
C 17.4781 8.6098 13.9045 -1.054
C 18.6681 7.9351 13.8184 -0.500
C 19.5775 8.2476 12.7883 -0.953
C 19.1590 9.1489 11.7949 0.003
C 17.8921 9.6672 11.8063 -0.715
As 17.1272 10.7812 10.3790 0.895
C 18.3242 12.3726 10.5684 0.468
C 18.1676 13.3456 9.5902 -0.405
C 18.9184 14.4874 9.6377 -0.536
C 19.7201 14.7581 10.7542 -0.532
C 19.7491 13.8421 11.7638 -0.576
C 19.0807 12.5950 11.7049 -0.760
C 18.0594 9.8241 8.9134 0.200
C 17.7899 8.4821 8.7011 -0.233
C 18.4701 7.8101 7.6703 -0.633
C 19.5769 8.3863 7.0212 -0.330
C 19.9146 9.7106 7.2772 -0.777
C 19.1188 10.4177 8.1764 -0.175
H 16.8968 8.4060 14.7384 0.598
H 19.0349 7.2238 14.5634 0.331
H 20.4937 7.6992 12.6524 0.367
H 19.7955 9.2222 10.9391 0.458
H 17.3757 13.1773 8.9031 0.506
H 18.6586 15.2826 8.9269 0.307
H 20.2702 15.6936 10.9726 0.304
H 20.2167 14.0384 12.7102 0.345
H 19.1352 11.8672 12.4720 0.478
H 17.0805 7.8941 9.2900 0.380
H 18.1641 6.7754 7.3713 0.342
H 20.2261 7.6906 6.4444 0.277
H 20.8258 10.1158 6.8656 0.407
H 19.3750 11.4387 8.3191 0.385
C 9.5400 8.4822 15.0814 -2.084
C 10.9636 8.6995 14.5622 2.332
C 11.6753 9.8145 15.4420 -1.343
C 11.8611 7.4382 14.8297 -1.724
Si 10.8414 9.0597 12.6762 -1.082
O 12.2756 9.4711 11.9583 1.118
C 10.2301 7.3836 11.9899 0.924
C 11.1282 6.3619 11.6143 -0.533
C 10.6494 5.0989 11.3207 -0.569
C 9.2799 4.8160 11.3886 -0.542
C 8.3906 5.7870 11.6756 -0.777
C 8.8704 7.0276 11.9985 -0.483
C 9.4537 10.3015 12.2721 1.090
C 8.4693 10.1147 11.2957 0.094
C 7.4006 10.9854 11.1651 -0.773
C 7.2602 11.9689 12.1186 -0.602
C 8.2862 12.2115 13.0370 -0.782
C 9.3971 11.4219 13.1023 -0.469
H 9.6063 8.2122 16.1370 0.523
H 9.2135 7.6295 14.5159 0.516
H 8.9241 9.3483 14.9526 0.284
H 11.7093 9.3508 16.4893 0.551
H 11.1476 10.8442 15.4843 0.198
H 12.6836 9.9983 15.0705 0.162
H 12.0157 7.2994 15.9207 0.477
H 12.8777 7.5573 14.3690 0.192
H 11.4849 6.5563 14.4177 0.508
H 12.2146 6.4859 11.6591 0.385
H 11.3471 4.2817 11.0179 0.349
H 8.9292 3.8356 11.2328 0.413
H 7.3130 5.5579 11.7410 0.353
H 8.1710 7.8166 12.3135 0.419
H 8.5785 9.3012 10.6456 0.607
H 6.5734 10.8392 10.4593 0.369
H 6.3099 12.4919 12.2704 0.336
H 8.1927 13.1010 13.6303 0.419
H 10.2181 11.7125 13.7627 0.233
Cl 12.0241 6.5981 7.9639 -0.254
C 12.4696 8.0761 8.8416 0.987
C 13.9592 8.2549 9.0961 0.343
O 14.7659 7.3897 8.7601 -0.703
O 14.2556 9.3011 9.7922 -0.445
H 11.9865 8.0876 9.7574 -0.952
H 12.1548 8.9343 8.2672 0.191
```

## Properties
Kohn-Sham gap, eV: 6.44
HOMO energy, eV: -2.4840
Maximum force, eV/A: 3.25
Charge: -2

Computed, not measured: a gas-phase ion, C4H10O2P (charge -1) in a non-equilibrium geometry, with the ωB97M-V functional and the def2-TZVPD basis.

The geometry in XYZ format:
```
17
Properties=species:S:1:pos:R:3:nbo_charge:R:1
C -1.2845 1.7934 -0.2479 -1.212
C 0.7366 0.5044 -2.2902 -0.605
C 0.0346 -1.5215 2.1257 0.257
C 0.2207 -0.2718 -1.0732 -0.749
O 1.0520 -0.8552 2.8498 -0.784
O -0.8056 -0.5744 1.5037 -0.851
P 0.0017 0.8488 0.3714 0.893
H -1.4569 2.8221 0.1762 0.190
H -2.2350 1.4787 -0.5454 0.182
H 0.9274 -0.0849 -3.2220 0.171
H 0.0709 1.2366 -2.4999 0.220
H 1.7244 0.8560 -2.0370 0.190
H -0.5527 -2.1101 2.8626 0.103
H 1.0449 0.0917 2.7397 0.491
H 0.3813 -2.3254 1.4501 0.101
H 0.9598 -1.0834 -1.0184 0.195
H -0.8194 -0.8051 -1.1453 0.208
```

## Properties
Kohn-Sham gap, eV: 7.04
HOMO energy, eV: -2.8925
Maximum force, eV/A: 3.25
Charge: -1